Record 1
C9H12O | ωB97M-V with the def2-TZVPD basis set

The geometry in XYZ format:
```
22
Properties=species:S:1:pos:R:3:mulliken_charge:R:1
C 1.710 1.797 0.057 -1.119
C 0.414 1.837 0.045 0.237
C 2.127 0.401 0.068 0.761
C -0.777 1.248 -0.077 0.746
C 0.976 -0.674 0.031 1.264
C -1.599 0.949 1.091 -1.293
C -1.503 1.192 -1.382 -1.253
C 0.906 -1.503 -1.160 -1.614
C 0.743 -1.245 1.379 -1.357
O 3.180 -0.189 0.151 -0.521
H -2.630 1.433 0.857 0.282
H -1.053 1.065 2.095 0.394
H -1.920 -0.007 1.214 0.406
H -1.925 0.233 -1.578 0.319
H -0.857 1.264 -2.318 0.328
H -2.372 1.877 -1.187 0.361
H 1.498 -2.407 -1.116 0.382
H 1.208 -0.964 -2.068 0.372
H -0.111 -1.739 -1.431 0.385
H 0.156 -2.155 1.348 0.387
H 0.159 -0.692 2.122 0.197
H 1.672 -1.722 1.860 0.336
```

Values from the calculation:
relative energy (zero: lowest compared OMol25 entry of this formula, charge and spin): 158.47 kcal/mol
largest force on an atom: 3.91 eV/Å
spin multiplicity: 1
electronic energy: -11568.056 eV
Kohn-Sham gap (alpha / beta): 0.30008 / 0.22446 hartree



Record 2
C9H12O2 | ωB97M-V with the def2-TZVPD basis set

The geometry in XYZ format:
```
23
Properties=species:S:1:pos:R:3:mulliken_charge:R:1
C 0.296 0.702 -1.656 -0.619
C -0.278 0.171 -0.635 0.613
C 2.311 1.732 -0.868 -0.264
C -2.343 -0.576 0.798 -0.915
C -1.049 -0.523 0.104 -0.115
C -1.237 -1.570 1.192 1.185
C -0.575 -1.546 2.551 -1.410
C -1.496 -3.040 0.678 -1.546
C 2.985 3.639 -2.059 -0.574
O 1.177 1.794 -1.608 -0.289
O 3.074 2.658 -1.000 -0.025
H 0.308 0.473 -2.681 0.432
H -2.555 0.190 1.563 0.236
H -3.255 -0.821 0.277 0.263
H -1.013 -2.317 3.123 0.467
H -0.946 -0.525 3.156 0.267
H 0.472 -1.605 2.385 0.324
H -0.698 -3.709 0.959 0.415
H -1.558 -3.089 -0.355 0.474
H -2.418 -3.553 1.163 0.285
H 3.559 3.377 -3.038 0.236
H 3.372 4.519 -1.662 0.277
H 1.867 3.620 -2.387 0.282
```

Values from the calculation:
relative energy (zero: lowest compared OMol25 entry of this formula, charge and spin): 162.39 kcal/mol
largest force on an atom: 7.24 eV/Å
spin multiplicity: 1
electronic energy: -13615.560 eV
Kohn-Sham gap: 0.32849 hartree



Record 3
C9H12Se | ωB97M-V with the def2-TZVPD basis set

The geometry in XYZ format:
```
22
Properties=species:S:1:pos:R:3:lowdin_spin:R:1
C -0.149 -1.905 2.377 0.398
C -1.181 -1.854 1.517 0.501
C 1.030 -1.281 1.922 0.073
C -1.117 -1.164 0.300 0.055
C 1.137 -0.715 0.664 0.472
C -0.018 -0.538 -0.123 0.315
C -0.716 2.423 -0.518 0.005
C 0.341 1.625 -1.295 0.012
C 0.123 0.181 -1.438 0.028
Se 1.012 -0.811 -2.814 0.069
H 0.042 -2.535 3.198 0.022
H -2.215 -2.213 1.760 0.025
H 1.879 -1.360 2.607 -0.005
H -2.051 -0.908 -0.093 -0.006
H 2.003 -0.214 0.396 0.030
H -0.995 1.985 0.377 0.002
H -0.272 3.284 -0.191 0.000
H -1.711 2.516 -1.055 0.000
H 0.548 2.299 -2.211 0.001
H 1.358 1.781 -0.877 0.002
H -1.399 -0.101 -2.238 -0.002
H 2.349 -0.494 -2.264 0.003
```

Values from the calculation:
largest force on an atom: 7.85 eV/Å
spin multiplicity: 3
electronic energy: -74865.671 eV
Kohn-Sham gap (alpha / beta): 0.19784 / 0.21862 hartree



Record 4
C9H13BF4OSSbSe4Tc | ωB97M-V with the def2-TZVPD basis set

The geometry in XYZ format:
```
35
Properties=species:S:1:pos:R:3:mulliken_charge:R:1
Tc -0.788 -0.845 0.741 0.732
C -1.733 -1.705 2.640 -0.801
C -2.723 -0.834 2.117 -0.376
C -2.076 0.488 1.986 -0.345
C -0.684 0.379 2.525 -0.340
C -0.544 -0.977 2.901 -0.225
H -1.793 -2.807 2.715 0.716
H -3.700 -0.972 1.720 0.691
H -2.483 1.338 1.499 0.454
H -0.063 1.248 2.574 0.640
H 0.362 -1.390 3.350 0.426
Se -3.819 -4.649 0.530 -0.113
Sb -1.658 -4.780 -0.717 0.474
Se -2.611 -0.983 -0.999 0.175
Se -0.124 -3.437 0.725 -0.018
Se -3.405 -3.037 -1.466 -0.007
O -0.379 0.817 -0.458 -0.464
S 0.901 1.716 -0.302 0.560
C 2.013 1.134 -1.665 -0.613
C 1.300 1.459 -2.928 -0.665
C 0.435 2.716 -2.735 -0.675
C 0.344 3.071 -1.269 -0.632
H 2.179 0.101 -1.383 0.356
H 2.950 1.717 -1.587 0.488
H 0.626 0.597 -3.089 0.187
H 1.978 1.553 -3.750 0.454
H -0.523 2.604 -3.211 0.315
H 0.886 3.539 -3.311 0.315
H -0.697 3.314 -0.927 0.306
H 0.864 3.997 -1.050 0.487
F 1.127 -0.755 0.480 -0.463
B 3.464 -1.172 1.085 0.550
F 2.924 -1.616 2.192 -0.179
F 3.928 -1.956 0.142 -0.213
F 3.522 0.127 0.924 -0.197
```

Values from the calculation:
relative energy (zero: lowest compared OMol25 entry of this formula, charge and spin): 11.28 kcal/mol
largest force on an atom: 3.46 eV/Å
spin multiplicity: 1
charge: +2
electronic energy: -304083.736 eV
Kohn-Sham gap (alpha / beta): 0.21668 / 0.21681 hartree



Record 5
C9H13BrCl27NOP | ωB97M-V with the def2-TZVPD basis set

The geometry in XYZ format:
```
53
Properties=species:S:1:pos:R:3:mulliken_charge:R:1
N 4.292 0.055 -2.063 -0.413
P 2.618 -0.358 -1.211 0.328
O 1.758 0.842 -1.795 0.018
Br 2.128 -2.096 -2.479 -0.112
H 5.006 0.139 -1.332 0.419
H 4.581 -0.668 -2.732 0.393
H 4.256 0.941 -2.590 0.111
H 1.735 0.975 -2.766 0.229
C 0.115 2.879 0.112 0.505
Cl -0.876 3.399 -1.253 -0.140
Cl 1.468 3.990 0.357 -0.132
Cl -0.847 2.715 1.571 -0.096
H 0.529 1.909 -0.134 -0.165
C 1.650 6.068 -2.761 0.489
Cl 0.762 5.865 -4.273 -0.107
Cl 3.141 5.107 -2.775 -0.112
Cl 2.001 7.757 -2.453 -0.090
H 1.029 5.692 -1.954 -0.185
C -1.544 -3.295 -1.584 0.211
Cl -1.896 -4.298 -0.181 -0.082
Cl -2.595 -3.683 -2.936 -0.110
Cl -1.687 -1.591 -1.127 -0.036
H -0.522 -3.482 -1.889 0.014
C 0.588 -6.657 1.950 0.362
Cl 1.702 -5.741 2.975 -0.125
Cl 1.228 -6.783 0.307 -0.125
Cl 0.279 -8.247 2.626 -0.120
H -0.351 -6.116 1.908 0.002
C 3.435 1.969 -5.626 -0.047
Cl 2.130 3.093 -5.855 -0.020
Cl 4.683 2.603 -4.547 -0.134
Cl 2.821 0.442 -4.916 -0.145
H 3.892 1.723 -6.578 0.393
C -3.143 6.723 -1.076 0.097
Cl -1.538 6.761 -1.825 -0.052
Cl -3.131 7.567 0.467 -0.119
Cl -4.351 7.391 -2.166 -0.113
H -3.392 5.685 -0.889 0.195
C 1.449 -5.032 6.817 0.257
Cl 0.059 -4.035 6.358 -0.104
Cl 2.699 -4.046 7.569 -0.117
Cl 0.952 -6.349 7.867 -0.111
H 1.855 -5.459 5.908 0.054
C -2.503 -2.476 4.185 0.171
Cl -2.290 -0.755 3.850 -0.082
Cl -4.210 -2.891 4.276 -0.121
Cl -1.688 -3.442 2.951 0.016
H -2.048 -2.688 5.145 0.057
C -5.210 -0.459 1.408 0.525
Cl -6.626 0.496 1.822 -0.127
Cl -5.635 -1.844 0.404 -0.115
Cl -3.987 0.537 0.607 -0.071
H -4.773 -0.836 2.325 -0.220
```

Values from the calculation:
largest force on an atom: 0.50 eV/Å
spin multiplicity: 1
charge: +1
electronic energy: -430512.619 eV
Kohn-Sham gap: 0.32616 hartree



Record 6
C9H13ClN2OS | ωB97M-V with the def2-TZVPD basis set

The geometry in XYZ format:
```
27
Properties=species:S:1:pos:R:3:mulliken_charge:R:1
C 1.586 -1.664 -1.335 -1.068
N 1.622 -0.474 -0.431 0.344
C 2.758 -0.537 0.435 -1.049
C 1.195 0.733 -1.066 -0.408
Cl 2.470 1.785 -1.701 -0.149
S 0.254 1.934 0.069 1.156
N -0.145 3.312 -0.482 -0.738
O 1.142 2.069 1.200 -0.693
C -1.079 0.730 0.422 0.373
C -2.100 0.471 -0.529 -0.180
C -3.105 -0.403 -0.208 -1.013
C -3.020 -1.087 1.043 -0.369
C -1.992 -0.907 1.899 -0.482
C -0.997 0.083 1.628 -0.256
H 1.973 -1.471 -2.414 0.256
H 2.178 -2.357 -0.969 0.467
H 0.482 -1.936 -1.358 0.246
H 2.435 0.207 1.181 0.366
H 2.852 -1.405 0.996 0.437
H 3.878 -0.335 0.053 0.254
H 0.502 0.698 -2.045 0.398
H -1.101 3.347 -0.865 0.258
H -1.888 1.072 -1.396 0.353
H -3.996 -0.631 -0.754 0.396
H -3.658 -1.827 1.333 0.479
H -1.977 -1.571 2.869 0.229
H -0.268 0.161 2.426 0.395
```

Values from the calculation:
relative energy (zero: lowest compared OMol25 entry of this formula, charge and spin): 0.00 kcal/mol
largest force on an atom: 6.81 eV/Å
spin multiplicity: 1
SMILES: CN(C)[C@H](Cl)[S@](=N)(=O)c1ccccc1
electronic energy: -37924.932 eV
Kohn-Sham gap: 0.34429 hartree



Record 7
C9H13F3IN2OS | ωB97M-V with the def2-TZVPD basis set

The geometry in XYZ format:
```
30
Properties=species:S:1:pos:R:3:mulliken_charge:R:1
C 2.858 1.283 0.776 -0.876
C 2.928 0.471 -0.589 -0.419
I 4.944 0.692 -1.374 0.117
C 2.620 -1.069 -0.349 -0.895
C 1.119 -1.217 -0.006 -0.075
C 0.159 -0.765 -0.955 -0.349
N -1.038 -1.024 -0.271 0.143
C -2.263 -0.615 -1.004 -1.049
C -2.407 0.944 -0.827 0.007
O -3.053 1.514 -1.965 -0.545
C -3.156 1.319 0.527 0.829
F -3.361 0.252 1.349 -0.249
F -2.371 2.201 1.230 -0.280
F -4.291 1.966 0.213 -0.223
C -0.883 -1.593 0.923 -0.011
N 0.481 -1.706 1.114 0.072
S 1.284 -2.362 2.499 -0.056
H 2.368 0.640 1.545 0.203
H 2.306 2.243 0.632 0.255
H 3.887 1.488 1.151 0.407
H 2.204 0.924 -1.306 0.492
H 2.811 -1.563 -1.333 0.385
H 3.319 -1.396 0.451 0.448
H 0.284 -0.308 -1.946 0.525
H -2.149 -0.885 -2.081 0.369
H -3.180 -1.144 -0.655 0.389
H -1.413 1.458 -0.762 0.404
H -2.634 2.386 -2.066 0.380
H -1.701 -1.900 1.595 0.394
H 0.328 -2.233 3.483 0.206
```

Values from the calculation:
largest force on an atom: 4.67 eV/Å
spin multiplicity: 1
charge: +1
SMILES: C[C@@H](I)Cc1cn(C[C@@H](O)C(F)(F)F)c[n+]1S
electronic energy: -41652.174 eV
Kohn-Sham gap: 0.32236 hartree



Record 8
C9H13HgN3S2 | ωB97M-V with the def2-TZVPD basis set

The geometry in XYZ format:
```
28
Properties=species:S:1:pos:R:3:lowdin_spin:R:1
Hg -1.125 0.018 0.302 0.460
N -2.604 2.213 -1.227 0.034
C -2.113 3.514 -0.796 0.003
C -0.615 3.653 -1.039 0.001
N 0.131 2.640 -0.316 -0.002
H -2.636 2.130 -2.235 0.001
H -3.516 2.003 -0.847 0.004
H -2.305 3.599 0.275 0.001
H -2.622 4.361 -1.279 0.001
H -0.329 4.685 -0.784 0.000
H -0.408 3.527 -2.106 0.000
H 0.163 2.804 0.683 0.000
H 1.074 2.520 -0.657 0.001
S 1.408 -0.326 -0.267 0.248
C 1.701 -2.056 -0.127 0.018
C 0.752 -3.018 -0.487 0.012
C 1.030 -4.372 -0.384 0.001
C 2.269 -4.810 0.067 0.003
C 3.223 -3.866 0.422 0.001
C 2.943 -2.511 0.333 0.011
H -0.215 -2.688 -0.845 0.016
H 0.269 -5.092 -0.662 0.000
H 2.483 -5.869 0.147 0.000
H 4.195 -4.186 0.781 0.000
H 3.688 -1.782 0.625 0.003
S -1.941 1.825 2.285 0.149
C -2.316 0.864 3.605 0.018
N -2.584 0.218 4.530 0.015
```

Values from the calculation:
relative energy (zero: lowest compared OMol25 entry of this formula, charge and spin): 0.00 kcal/mol
largest force on an atom: 0.11 eV/Å
spin multiplicity: 2
charge: -1
electronic energy: -39861.370 eV
Kohn-Sham gap (alpha / beta): 0.22667 / 0.24367 hartree



Record 9
C9H13N | ωB97M-V with the def2-TZVPD basis set

The geometry in XYZ format:
```
23
Properties=species:S:1:pos:R:3:mulliken_charge:R:1
C 0.451 -2.077 -1.592 -1.528
C 0.030 -0.879 -0.838 0.529
C -0.537 0.202 -1.273 -0.620
C -0.857 1.392 -0.408 0.525
C -1.995 2.290 -0.480 -1.326
C 0.098 1.382 0.665 0.133
C 1.654 1.512 0.340 -1.036
N 0.013 0.157 1.376 -0.636
C -0.066 -0.937 0.737 0.763
C 0.057 -2.274 1.463 -1.020
H 1.041 -1.641 -2.421 0.343
H -0.402 -2.744 -1.841 0.274
H 1.225 -2.625 -0.944 0.389
H -2.524 2.257 -1.526 0.321
H -1.727 3.353 -0.280 0.331
H -2.650 2.012 0.285 0.362
H -0.198 2.133 1.333 0.466
H 1.882 0.593 -0.433 0.212
H 2.300 1.341 1.290 0.303
H 1.946 2.403 -0.276 0.364
H 0.072 -3.210 0.699 0.256
H -0.815 -2.462 2.127 0.315
H 0.999 -2.182 1.996 0.281
```

Values from the calculation:
relative energy (zero: lowest compared OMol25 entry of this formula, charge and spin): 76.42 kcal/mol
largest force on an atom: 7.15 eV/Å
spin multiplicity: 1
SMILES: CC1=C=C(C)[C@H](C)N=C1C
electronic energy: -11028.961 eV
Kohn-Sham gap (alpha / beta): 0.27970 / 0.27723 hartree